# 1
This record from the OMol25 dataset describes C39H45Ge2MgN5OS as an isolated structure. The level of theory is ωB97M-V/def2-TZVPD.

Element x y z (Å)
Mg  0.34  -0.22  -0.05
C  0.04  1.07  4.13
C  -0.99  0.29  4.66
C  -1.40  -0.81  3.95
C  -0.81  -1.10  2.70
N  0.11  -0.28  2.15
C  0.53  0.75  2.88
N  -1.12  -2.29  2.16
C  -0.97  -2.65  0.93
N  -0.66  -1.90  -0.15
C  -0.76  -2.67  -1.27
N  -0.70  -2.29  -2.50
C  -0.34  -1.07  -2.95
C  -0.77  -0.73  -4.25
C  -0.31  0.43  -4.84
C  0.62  1.19  -4.15
C  0.99  0.79  -2.88
N  0.50  -0.27  -2.26
C  -1.10  -4.05  -0.88
C  -1.29  -5.22  -1.59
C  -1.64  -6.36  -0.87
C  -1.79  -6.33  0.51
C  -1.60  -5.16  1.22
C  -1.24  -4.03  0.51
H  0.44  1.91  4.67
H  -1.43  0.54  5.61
H  -2.15  -1.47  4.33
H  1.31  1.36  2.43
H  -1.45  -1.39  -4.76
H  -0.65  0.73  -5.82
H  1.05  2.08  -4.58
H  1.73  1.36  -2.32
H  -1.19  -5.25  -2.67
H  -1.79  -7.29  -1.40
H  -2.08  -7.23  1.03
H  -1.73  -5.10  2.29
C  -3.98  -0.14  0.84
Ge  -3.45  1.20  -0.54
C  -3.59  0.26  -2.29
C  -4.77  2.71  -0.49
Ge  -1.06  1.96  -0.08
C  -1.08  2.99  1.62
C  -2.15  2.86  2.50
C  -2.20  3.55  3.69
C  -1.14  4.37  4.06
C  -0.06  4.51  3.20
C  -0.03  3.83  2.00
C  -0.34  3.25  -1.41
C  -1.15  3.78  -2.41
C  -0.66  4.69  -3.32
C  0.67  5.08  -3.27
C  1.50  4.54  -2.30
C  1.00  3.64  -1.38
H  -4.97  -0.52  0.60
H  -4.01  0.28  1.84
H  -3.29  -0.98  0.84
H  -4.63  0.04  -2.48
H  -3.05  -0.69  -2.25
H  -3.20  0.84  -3.12
H  -5.75  2.30  -0.69
H  -4.55  3.47  -1.23
H  -4.78  3.17  0.49
H  -2.97  2.20  2.24
H  -3.05  3.45  4.35
H  -1.15  4.88  5.01
H  0.77  5.15  3.48
H  0.82  3.95  1.34
H  -2.19  3.48  -2.46
H  -1.31  5.12  -4.08
H  1.07  5.78  -3.99
H  2.55  4.83  -2.26
H  1.66  3.20  -0.64
C  4.82  -1.91  -2.50
C  5.35  -1.65  -1.09
C  4.67  -0.46  -0.43
S  3.01  -0.99  0.16
O  2.21  0.28  0.15
C  3.40  -1.21  1.94
C  3.67  -2.67  2.29
C  2.50  -3.56  1.88
H  5.16  -2.87  -2.86
H  5.17  -1.14  -3.18
H  3.73  -1.91  -2.51
H  6.43  -1.48  -1.14
H  5.18  -2.54  -0.47
H  4.49  0.34  -1.15
H  5.24  -0.07  0.40
H  2.50  -0.88  2.45
H  4.22  -0.56  2.21
H  3.82  -2.74  3.37
H  4.59  -3.01  1.81
H  1.58  -3.18  2.31
H  2.66  -4.57  2.22
H  2.39  -3.58  0.79

Its expectation value of S² is 0.754. Its total charge is +1. The calculation puts the HOMO-LUMO gap (spin up / spin down) at 7.29 / 5.67 eV. For the HOMO energy (spin up / spin down), the calculation gives -10.24 / -10.37 eV. The spin multiplicity is 2. For the total energy, the calculation gives -179981.058 eV.

Mulliken atomic charge list, values in e, 6 entries: atom 1 (Mg): 1.962, atom 2 (C): -1.111, atom 3 (C): -0.700, atom 4 (C): -0.867, atom 5 (C): -0.239, atom 6 (N): 0.657

***

# 2
This record from the OMol25 dataset describes C39H45N7O8PS2Tb as an isolated structure. The level of theory is ωB97M-V/def2-TZVPD.

Element x y z (Å)
Tb  1.04  -0.52  0.26
N  2.43  0.66  4.43
C  1.78  0.74  3.23
S  2.71  1.19  1.87
N  0.47  0.61  3.29
N  -0.22  0.38  2.18
C  -1.52  0.30  2.30
C  -2.19  0.64  3.57
C  -1.98  1.88  4.17
C  -2.57  2.18  5.39
C  -3.37  1.25  6.02
C  -3.55  0.00  5.46
C  -2.96  -0.31  4.25
C  -2.27  -0.27  1.19
C  -3.67  -0.35  1.22
C  -4.35  -0.96  0.18
C  -3.62  -1.45  -0.89
C  -2.24  -1.31  -0.86
N  -1.57  -0.76  0.14
H  3.42  0.49  4.34
H  1.95  0.08  5.11
H  -1.34  2.60  3.69
H  -2.40  3.15  5.84
H  -3.86  1.50  6.96
H  -4.14  -0.75  5.98
H  -3.04  -1.30  3.82
H  -4.23  0.06  2.05
H  -5.43  -1.05  0.21
H  -4.10  -1.92  -1.74
H  -1.62  -1.70  -1.67
O  -1.06  -2.38  2.63
C  -0.30  -2.69  1.70
O  0.87  -2.22  1.53
C  -0.76  -3.76  0.75
C  -1.77  -4.61  1.20
C  -2.23  -5.66  0.44
C  -1.65  -5.90  -0.80
C  -0.67  -5.06  -1.28
C  -0.23  -3.95  -0.54
S  0.91  -2.89  -1.30
H  -2.16  -4.41  2.19
H  -3.02  -6.30  0.81
H  -1.97  -6.75  -1.40
H  -0.22  -5.23  -2.24
O  4.96  -1.00  -2.04
C  4.11  -1.21  -1.18
O  3.08  -0.54  -0.92
C  4.31  -2.45  -0.27
C  3.73  -2.45  1.00
C  3.77  -3.60  1.78
C  4.42  -4.74  1.34
C  5.09  -4.70  0.12
C  5.02  -3.57  -0.69
N  5.90  -5.81  -0.25
O  5.97  -6.77  0.51
O  6.52  -5.75  -1.31
N  3.16  -3.59  3.08
O  2.98  -2.52  3.61
O  2.91  -4.67  3.59
H  3.27  -1.55  1.39
H  4.44  -5.64  1.94
H  5.52  -3.55  -1.65
C  -2.10  1.09  -3.27
C  -0.69  1.64  -3.53
C  0.21  0.42  -3.76
C  -0.74  2.49  -4.79
P  -0.12  2.40  -1.82
N  0.19  1.34  -0.78
C  1.40  3.56  -2.21
C  2.09  3.84  -0.87
C  2.38  2.71  -3.01
C  1.13  4.86  -2.96
C  -1.58  3.58  -1.21
C  -0.96  4.44  -0.11
C  -2.57  2.67  -0.50
C  -2.32  4.48  -2.19
H  -2.36  0.35  -4.02
H  -2.86  1.87  -3.30
H  -2.11  0.60  -2.30
H  -0.26  -0.28  -4.45
H  0.38  -0.10  -2.80
H  1.18  0.68  -4.17
H  -1.18  1.90  -5.60
H  0.25  2.80  -5.12
H  -1.36  3.38  -4.65
H  2.04  2.93  -0.26
H  1.64  4.65  -0.32
H  3.14  4.08  -1.02
H  2.50  1.74  -2.52
H  3.36  3.19  -3.05
H  2.05  2.56  -4.03
H  0.55  5.56  -2.36
H  0.59  4.67  -3.89
H  2.08  5.34  -3.21
H  -0.32  3.81  0.52
H  -1.74  4.86  0.53
H  -0.38  5.26  -0.51
H  -2.00  1.91  0.04
H  -3.25  2.16  -1.19
H  -3.18  3.23  0.21
H  -1.65  5.11  -2.78
H  -2.99  5.13  -1.63
H  -2.93  3.90  -2.88

Its expectation value of S² is 12.610. Its total charge is -2. The calculation puts the HOMO-LUMO gap (spin up / spin down) at 5.62 / 5.63 eV. For the HOMO energy (spin up / spin down), the calculation gives -2.18 / -2.20 eV. The spin multiplicity is 7. For the total energy, the calculation gives -121378.598 eV.

Mulliken atomic charge list, values in e, 6 entries: atom 1 (Tb): -0.901, atom 2 (N): -0.514, atom 3 (C): 0.334, atom 4 (S): -0.572, atom 5 (N): -1.462, atom 6 (N): 2.227

***

> Look up the total charge of the second one.

-2

***

> Among the records above, which one has the highest total energy?

C39H45N7O8PS2Tb

***

> Which formula does entry 1 have?

C39H45Ge2MgN5OS